81
Properties=species:S:1:pos:R:3:forces:R:3 method="wB97M-V/def2-TZVPD" multiplicity=1 e_above_lowest_ev=0.000 homo_lumo_gap_ev=6.30 total_charge=-1
O 17.702403 -13.289492 6.686843 -2.2 -1.1 -0.7
V 19.190084 -13.182678 7.097972 1.7 1.6 5.0
O 20.092848 -13.287251 5.819887 0.8 -0.1 -1.3
C 18.081586 -8.538252 7.067872 0.6 0.2 -0.2
C 18.828577 -9.621656 6.253350 -1.0 0.2 0.9
C 19.719380 -9.024976 5.189810 0.9 0.1 -0.9
C 20.967231 -8.298274 5.678127 -0.8 -0.6 0.1
C 21.734857 -9.288818 6.525994 1.3 0.0 -0.1
C 20.929504 -10.020603 7.618528 0.5 0.8 0.1
N 19.636006 -10.483797 7.107201 1.1 -0.4 -0.9
O 18.942907 -11.241988 8.072047 0.4 -1.7 -1.0
C 20.878930 -9.072247 8.835804 -0.9 0.0 0.3
C 21.742058 -11.235687 8.023117 0.0 -0.5 -0.5
C 17.743157 -10.433614 5.526850 0.7 0.4 -0.1
H 17.576228 -7.908457 6.331799 -0.3 0.2 0.4
H 18.774326 -7.941404 7.664104 0.0 0.2 -0.3
H 17.406193 -8.972869 7.803484 -0.2 -0.2 -0.3
H 19.171223 -8.412384 4.464805 -0.3 0.1 0.3
H 20.139709 -9.841467 4.585125 -0.4 -0.2 0.1
H 20.695384 -7.417875 6.267167 0.1 0.1 -0.1
H 21.519181 -8.001927 4.784657 0.3 0.2 0.2
H 22.604426 -8.767106 6.955764 -0.4 0.0 0.6
H 22.305859 -10.039008 5.958656 -0.8 -0.1 -0.6
H 21.821812 -9.056783 9.384734 0.1 0.1 -0.2
H 20.116349 -9.402203 9.548553 0.0 -0.1 -0.1
H 20.603703 -8.059056 8.534884 0.2 0.1 0.1
H 21.460844 -11.587399 9.000440 0.1 0.1 0.2
H 22.819145 -11.062100 7.939002 0.0 0.2 0.4
H 21.544747 -12.047677 7.319984 0.0 0.0 -0.1
H 17.083204 -9.744079 4.995277 -0.2 0.0 0.2
H 17.206135 -11.025711 6.259355 -0.1 -0.2 -0.3
H 18.233325 -11.022532 4.749269 -0.2 -0.5 0.3
C 20.473756 -15.301799 11.387002 0.1 -0.8 -0.5
C 21.467761 -14.971700 10.245311 -0.3 1.0 0.7
C 22.761574 -15.758718 10.439911 -0.4 -1.2 0.5
C 22.614294 -17.209741 9.977143 -1.2 0.6 -0.3
C 22.238032 -17.243471 8.479770 2.0 0.0 0.3
C 21.612456 -15.960322 7.910099 0.1 1.0 0.3
N 20.871380 -15.272327 8.970657 -0.3 -1.3 -0.2
O 19.745712 -14.521159 8.647268 -0.7 1.7 -1.7
C 20.702745 -16.360506 6.767597 -1.3 0.2 0.2
C 22.697824 -15.008035 7.325466 -0.2 -0.4 -0.8
C 21.806293 -13.497477 10.497318 0.2 0.4 0.3
H 20.996554 -15.218700 12.341278 -0.2 0.1 0.1
H 20.116430 -16.326311 11.251561 0.0 0.0 0.2
H 19.597093 -14.658732 11.357588 0.1 0.1 0.0
H 22.932030 -15.853455 11.517032 0.2 0.6 0.0
H 23.622383 -15.275763 9.979199 0.0 0.1 0.0
H 21.764838 -17.653920 10.503990 0.2 0.0 0.3
H 23.512859 -17.763009 10.249163 0.0 -0.2 -0.3
H 21.677691 -18.145902 8.240495 -0.2 0.1 -0.1
H 23.230651 -17.312515 8.008427 -0.3 -0.3 -0.5
H 19.799292 -16.856624 7.138435 0.3 -0.4 0.2
H 21.220672 -16.986080 6.042973 0.1 0.0 0.0
H 20.274279 -15.493424 6.273438 0.5 0.1 -0.3
H 22.323805 -13.988981 7.272986 0.0 0.1 0.3
H 22.857552 -15.268199 6.270703 0.4 -0.1 0.1
H 23.643895 -15.064015 7.860366 0.0 0.1 0.0
H 20.920943 -12.863478 10.457381 -0.1 -0.1 -0.3
H 22.585574 -13.105618 9.845019 -0.1 -0.1 -0.2
H 22.172086 -13.384730 11.525485 0.1 -0.2 -0.1
C 15.369231 -15.505717 6.908867 -0.7 -0.1 -0.4
S 14.012133 -14.956894 7.973572 0.8 -0.2 -0.4
O 13.925694 -16.032044 9.001727 -0.3 0.2 0.4
C 14.933616 -13.579912 8.724680 -0.1 -0.4 0.7
H 15.484311 -14.732465 6.151161 0.5 -0.1 0.0
H 15.064226 -16.450651 6.456725 -0.3 0.2 -0.1
H 16.273576 -15.737982 7.466568 0.0 0.5 0.2
H 14.892682 -12.601408 8.253533 0.0 -0.2 -0.5
H 15.953315 -13.942130 8.824346 0.1 0.3 0.1
H 14.467630 -13.481981 9.707093 0.1 0.0 0.0
C 23.290732 -12.547867 3.902563 -1.0 0.6 0.5
S 24.069409 -13.131018 2.395334 0.7 -0.3 0.0
O 23.102018 -13.921551 1.592845 -0.2 0.1 0.1
C 24.267428 -11.534490 1.565943 -0.7 0.1 0.1
H 23.582203 -13.110302 4.786936 0.2 -0.2 -0.2
H 22.198469 -12.613789 3.849714 0.1 -0.3 -0.4
H 23.468516 -11.484548 4.079581 0.4 -0.1 -0.1
H 25.220911 -11.087733 1.836729 0.0 0.0 0.0
H 23.437842 -10.878209 1.832488 0.1 0.1 0.0
H 24.196800 -11.740819 0.500713 0.2 -0.1 0.0

71
Properties=species:S:1:pos:R:3:forces:R:3 method="wB97M-V/def2-TZVPD" multiplicity=3 e_above_lowest_ev=1.262 homo_lumo_gap_ev="7.28 / 7.81" total_charge=+2
W 0.669097 0.151610 -0.214402 -0.8 0.4 -0.5
C -2.642370 -4.826979 -2.880544 0.0 0.0 0.0
C -2.394115 -3.995627 -1.681917 0.1 -0.2 0.1
N -2.448645 -4.399554 -0.446239 0.0 0.1 -0.1
N -2.142424 -3.300168 0.281767 0.0 0.0 0.0
C -1.921425 -2.218605 -0.455111 0.0 0.0 0.1
S -1.659429 -0.634873 0.193677 0.0 0.1 -0.4
N -2.071849 -2.653138 -1.722116 -0.1 0.1 0.0
N -2.027737 -1.825385 -2.845480 0.2 -0.1 0.1
H -2.752306 -5.860139 -2.563125 0.0 0.0 0.0
H -1.811272 -4.759646 -3.582781 0.0 0.0 0.0
H -3.559809 -4.522870 -3.386669 0.0 0.0 0.0
H -2.151402 -3.343848 1.289923 0.0 0.0 0.0
H -2.576117 -2.261728 -3.580817 0.0 0.1 0.1
H -1.054001 -1.761015 -3.145070 -0.1 -0.1 0.0
C -0.951219 5.446207 1.922132 0.0 0.0 -0.1
C -1.388584 4.605409 3.107996 0.0 -0.1 0.1
C -1.447185 3.102127 2.839358 0.0 0.0 0.0
S 0.191532 2.397423 2.506176 0.4 0.1 0.0
O -0.014799 1.490195 1.267481 -0.2 -0.1 -0.4
C 0.383857 1.265329 3.902386 -0.1 -0.1 0.0
C 1.326807 1.833788 4.957670 -0.1 0.0 0.1
C 2.732701 2.118570 4.449980 0.1 0.0 0.0
H -0.928674 6.500755 2.190392 0.0 0.0 0.0
H -1.638458 5.337078 1.081177 0.0 0.0 0.0
H 0.048681 5.185697 1.579140 0.1 -0.1 0.0
H -2.394184 4.897512 3.417277 0.0 0.0 0.0
H -0.746489 4.795657 3.971149 0.0 0.0 0.0
H -2.025024 2.854213 1.947123 0.0 0.1 0.0
H -1.865209 2.559236 3.685244 -0.1 0.0 0.0
H 0.774280 0.347266 3.456662 0.0 0.2 0.1
H -0.608710 1.060433 4.301660 0.0 -0.1 0.0
H 1.365341 1.092715 5.758382 0.0 0.0 0.0
H 0.883681 2.727311 5.404210 0.0 0.0 0.0
H 3.151939 1.251750 3.933959 0.0 0.0 0.0
H 3.396425 2.349271 5.280834 0.0 0.0 0.0
H 2.766607 2.965764 3.764204 0.0 0.0 0.0
N 4.656043 -0.035899 1.952738 -0.2 0.0 0.0
N 3.440728 -0.657612 1.879672 0.1 -0.2 0.0
N 3.245108 -1.880178 2.311309 -0.2 0.2 -0.1
C 1.954110 -2.063910 2.054992 0.1 -0.1 0.0
N 1.407895 -0.967326 1.527730 0.4 -0.2 0.3
N 2.381527 -0.062715 1.442614 0.4 -0.1 0.3
H 5.360344 -0.761239 2.054054 0.0 0.1 0.0
H 4.779815 0.502247 1.098282 0.1 -0.1 0.0
H 1.433499 -2.983260 2.253545 0.0 0.0 0.0
C -0.722933 1.104377 -3.544597 -0.1 0.0 -0.1
P -0.311370 1.753122 -1.915465 0.1 0.3 0.1
C -1.811186 2.596806 -1.349940 0.0 -0.1 0.0
C 0.882007 3.082825 -2.184037 0.0 -0.1 -0.1
C 1.373985 3.389430 -3.448542 0.0 0.0 0.0
C 2.311554 4.402249 -3.604102 0.0 0.0 0.0
C 2.765955 5.107509 -2.501270 0.0 0.0 0.0
C 2.284799 4.797664 -1.234789 0.0 0.0 0.0
C 1.354358 3.786013 -1.079243 0.0 0.1 0.1
H 0.121529 0.567072 -3.976198 0.0 0.0 0.0
H -0.994061 1.942061 -4.188592 0.0 0.0 0.0
H -1.580864 0.440323 -3.450069 0.0 0.1 0.0
H -2.172160 3.250734 -2.143847 0.0 0.0 0.0
H -1.560388 3.203384 -0.482047 0.0 0.0 0.0
H -2.585563 1.878086 -1.084399 0.0 0.0 0.0
H 1.042614 2.851661 -4.325770 0.0 0.0 0.0
H 2.685188 4.636672 -4.591252 0.0 0.0 0.0
H 3.494381 5.896329 -2.625894 0.0 0.0 0.0
H 2.636427 5.348331 -0.371878 0.0 0.0 0.0
H 0.989990 3.546865 -0.087527 0.0 0.0 0.1
O 3.288192 -0.653816 -3.214963 -0.2 0.0 0.0
S 2.875926 -0.758998 -1.863525 0.1 0.0 0.1
O 2.250262 0.611600 -1.367680 -0.2 -0.3 0.3
O 3.811310 -1.199147 -0.863407 -0.1 0.1 -0.1
S 1.085968 -1.789499 -1.618796 0.1 0.0 0.1

46
Properties=species:S:1:pos:R:3:forces:R:3 method="wB97M-V/def2-TZVPD" multiplicity=1 e_above_lowest_ev=0.128 homo_lumo_gap_ev=7.15 total_charge=-2
In -0.271597 -1.299459 -0.663900 0.1 -0.1 0.1
O -2.857759 -3.258493 2.512852 0.0 0.0 0.0
Cl -2.942050 -3.318862 1.090725 0.0 0.0 0.0
O -4.026191 -4.147139 0.664886 0.1 0.1 0.0
O -1.701645 -3.742878 0.514350 0.0 0.0 0.0
O -3.264248 -1.944061 0.562421 -0.1 0.0 0.0
F 2.663579 2.745302 -1.638507 -0.1 0.0 0.0
C 1.330543 2.867972 -1.780022 0.0 0.0 0.0
F 0.846647 3.216006 -0.584240 0.0 0.0 0.0
F 1.121879 3.917223 -2.605549 0.0 0.0 0.0
C 0.697720 1.521072 -2.280886 0.1 0.0 -0.1
O 0.684728 0.649286 -1.288218 -0.1 0.1 0.1
C -0.735227 1.833456 -2.826719 0.0 0.0 0.0
F -0.728228 2.473745 -4.020570 0.0 0.0 0.0
F -1.404019 2.620541 -1.967721 0.0 0.0 0.0
F -1.440051 0.717935 -2.979401 0.0 0.0 0.0
C 1.577918 1.001984 -3.476836 0.0 0.0 0.0
F 0.912076 0.102048 -4.213614 0.0 0.0 0.0
F 2.680662 0.401258 -3.024624 0.0 0.0 0.0
F 1.983159 1.977741 -4.325717 0.0 0.0 0.0
F -2.984458 0.272865 -0.115893 0.0 0.0 0.0
B -2.148918 -0.681520 0.497598 0.0 0.0 -0.1
F -1.971132 -0.326436 1.826468 0.0 0.0 0.0
C 3.892998 -2.598298 1.882507 0.0 0.0 0.0
C 3.913502 -1.546010 0.975926 0.0 0.0 0.0
C 2.759044 -1.193872 0.284006 0.0 0.0 0.0
C 1.546646 -1.871569 0.466853 0.0 0.1 -0.1
C 1.556657 -2.923609 1.389173 -0.1 0.0 0.0
C 2.704406 -3.287000 2.086572 0.0 0.0 0.0
H 4.790112 -2.875341 2.426506 0.0 0.0 0.0
H 4.833813 -0.994118 0.808763 0.0 0.0 0.0
H 2.792725 -0.363361 -0.414076 0.0 0.0 0.0
H 0.640889 -3.475456 1.578409 0.0 0.0 0.0
H 2.668856 -4.107493 2.796788 0.0 0.0 0.0
F -0.872644 -2.132864 -3.780375 0.0 0.0 0.0
B -0.283917 -2.515735 -2.627357 -0.1 0.0 -0.1
F 0.261301 -3.743550 -2.759205 0.0 0.0 0.0
N -1.962351 2.743806 1.036272 0.0 0.0 0.0
N -2.026727 2.911635 2.406499 0.0 -0.1 0.1
N -3.146620 2.797198 3.073153 0.0 0.1 0.2
C -2.744414 3.156526 4.293564 -0.1 -0.1 -0.1
N -1.449513 3.473667 4.342349 -0.2 -0.1 -0.1
N -1.006406 3.304348 3.109130 0.3 0.1 -0.1
H -2.499135 1.907455 0.797136 0.0 0.0 0.0
H -0.988836 2.562421 0.806998 0.0 0.0 0.0
H -3.403772 3.171635 5.143529 0.0 0.0 0.0